Molecular formula: C39H32IrN3O5PSSe
Method: DFT, the ωB97M-V functional and the def2-TZVPD basis

```
83
Properties=species:S:1:pos:R:3:forces:R:3:lowdin_spin:R:1
Ir 0.949308 0.017561 -0.010477 -0.026 0.088 -0.054 0.000
O 1.979694 1.614670 0.596306 0.025 -0.023 -0.011 0.001
C 3.222538 1.567168 0.978150 -0.015 -0.016 0.012 0.000
C 3.835165 2.798828 1.315115 -0.002 -0.005 0.005 0.000
C 5.124830 2.862087 1.765679 -0.001 0.008 -0.003 0.000
C 5.906981 1.701801 1.902669 0.005 -0.005 -0.004 0.000
C 5.348594 0.500645 1.569703 -0.007 0.000 0.000 0.000
C 4.016195 0.392920 1.105641 0.010 -0.002 -0.008 0.000
C 3.566257 -0.925086 0.789188 0.012 -0.005 0.016 0.000
N 2.397427 -1.256040 0.374609 0.016 0.006 -0.003 0.000
C 2.073875 -2.621252 -0.011476 0.004 0.017 -0.031 0.000
C 0.596431 -2.799723 0.254586 0.005 -0.003 0.026 0.000
N -0.151136 -1.756320 -0.513492 -0.035 0.014 -0.014 0.000
C -0.441757 -2.209093 -1.985756 0.007 -0.001 -0.014 0.000
C 0.115075 -0.051347 -3.310078 0.004 0.022 0.004 0.000
C -0.825333 0.553194 -4.134583 -0.009 0.000 0.002 0.000
C -0.879323 1.933946 -4.259491 0.002 -0.001 0.001 0.000
C 0.027966 2.728321 -3.570098 0.000 0.005 0.004 0.000
C 0.972816 2.144690 -2.744807 0.001 -0.007 0.004 0.000
C 1.013342 0.759117 -2.603446 -0.020 0.019 0.017 0.000
O 1.898777 0.184016 -1.756369 -0.026 -0.030 0.079 0.000
H 3.235337 3.691581 1.205115 -0.016 0.006 0.000 0.000
H 5.544730 3.825561 2.027355 -0.010 0.003 0.005 0.000
H 6.925373 1.761343 2.259739 0.001 -0.001 -0.003 0.000
H 5.931387 -0.410009 1.657557 -0.001 0.000 0.000 0.000
H 4.289687 -1.730040 0.917886 0.003 0.001 0.000 0.000
H 2.663662 -3.345616 0.554333 -0.003 0.000 0.005 0.000
H 2.286648 -2.744601 -1.077295 0.004 -0.012 0.003 0.000
H 0.398527 -2.643638 1.315446 -0.001 -0.009 -0.004 0.000
H 0.260882 -3.801197 -0.018751 -0.007 0.006 -0.002 0.000
H -0.137684 -3.262115 -1.995355 -0.004 -0.001 0.001 0.000
H -1.516804 -0.063082 -4.693160 0.000 0.001 -0.001 0.000
H -1.622960 2.387289 -4.902467 0.001 0.001 0.000 0.000
H -0.008538 3.806383 -3.667297 0.001 -0.002 -0.001 0.000
H 1.672105 2.737773 -2.169413 0.003 0.004 0.004 0.000
O -1.204930 2.397591 2.085020 0.041 -0.084 0.078 0.023
S -1.164626 1.236900 1.254441 -0.043 0.101 0.005 0.004
O -0.365045 0.079863 1.772514 0.027 -0.022 -0.040 0.000
O -0.694569 1.435877 -0.140872 0.054 -0.082 -0.007 0.004
C -2.820293 0.657191 1.082819 0.012 -0.007 -0.008 0.000
C -3.855540 1.457415 1.538496 0.004 0.010 -0.001 0.000
C -5.168441 1.058956 1.339486 -0.003 -0.001 -0.004 0.000
C -5.436820 -0.138367 0.695823 0.000 0.001 0.002 0.000
C -4.395182 -0.944368 0.260989 0.008 -0.011 0.001 0.000
C -3.069782 -0.549050 0.441575 0.000 0.020 -0.020 0.000
P -1.913114 -1.768383 -0.265975 -0.035 -0.027 0.037 0.000
C -2.205287 -3.129728 0.899782 0.011 0.015 0.046 0.000
C -2.440663 -4.400309 0.385802 0.001 0.017 -0.029 0.000
C -2.657887 -5.466627 1.248234 -0.003 -0.005 0.010 0.000
C -2.632427 -5.261388 2.619607 -0.001 -0.002 0.002 0.000
C -2.400224 -3.991178 3.136049 -0.005 -0.009 -0.003 0.000
C -2.195919 -2.922737 2.279427 0.008 0.007 -0.022 0.000
C -1.928019 -1.986373 -1.917945 -0.008 0.008 -0.062 0.000
C -2.896922 -2.103711 -2.948897 0.013 0.001 0.048 0.000
C -2.647637 -2.420801 -4.237236 0.007 -0.019 -0.026 0.000
C -1.343538 -2.661772 -4.836434 -0.010 0.011 0.006 0.000
C -0.117562 -2.315670 -4.415823 0.014 -0.011 -0.024 0.000
C 0.280278 -1.549322 -3.178765 -0.005 -0.037 0.013 0.000
H -3.615590 2.385866 2.037957 -0.001 -0.001 -0.001 0.000
H -5.979237 1.683811 1.688611 0.001 0.000 0.002 0.000
H -6.458830 -0.457303 0.540251 0.001 -0.001 -0.002 0.000
H -4.621024 -1.894481 -0.210899 0.001 -0.001 0.000 0.000
H -2.462761 -4.542255 -0.689888 0.005 -0.003 0.005 0.000
H -2.850914 -6.453859 0.849579 0.001 0.000 -0.002 0.000
H -2.801017 -6.092413 3.292168 0.001 -0.001 -0.001 0.000
H -2.384243 -3.835667 4.206759 0.001 0.003 0.000 0.000
H -2.015562 -1.930114 2.676959 -0.001 0.001 0.008 0.000
H -3.932009 -1.935308 -2.666089 0.000 0.004 -0.001 0.000
H -3.497987 -2.523678 -4.900399 0.001 0.002 -0.002 0.000
H -1.379561 -3.178984 -5.791044 -0.001 0.001 0.000 0.000
H 0.712582 -2.621001 -5.043956 -0.002 0.000 0.001 0.000
H 1.349499 -1.716075 -3.025443 -0.002 -0.004 0.003 0.000
Se -0.391909 5.339396 1.041299 -0.003 0.055 -0.032 0.786
C 1.135271 5.301794 2.152024 -0.030 -0.017 -0.044 0.073
C 2.233183 6.113402 1.875588 0.026 -0.003 0.012 0.041
C 3.325234 6.064154 2.728186 0.003 0.025 0.006 -0.005
N 3.410273 5.250011 3.777803 -0.013 0.010 -0.004 0.036
C 2.365066 4.459084 4.014417 -0.009 -0.016 0.013 -0.005
C 1.203537 4.458512 3.257009 0.030 -0.003 0.008 0.038
H 2.241452 6.764911 1.012352 -0.014 -0.001 -0.001 0.003
H 4.182596 6.704042 2.546501 0.000 -0.007 -0.001 -0.001
H 2.454806 3.790454 4.863623 0.004 0.005 0.002 -0.001
H 0.381219 3.801959 3.503252 -0.008 -0.004 -0.008 0.002
```
Positions in Å, forces in eV/Å.

Calculated values
- LUMO level (spin up / spin down): -0.066 / -1.620 eV
- 2S+1: 2
- HOMO-LUMO gap (spin up / spin down): 0.257 / 0.200 Eh
- Energy above the lowest of the compared OMol25 structures with the same formula, charge and spin: 321.2 kJ/mol

Molecular formula: C39H32MgN5O7S3
Method: DFT, the ωB97M-V functional and the def2-TZVPD basis

```
87
Properties=species:S:1:pos:R:3:forces:R:3:lowdin_charge:R:1
Mg 0.133822 -0.064050 1.151704 0.003 0.733 -0.456 0.574
C 3.392264 -6.648287 3.861862 -0.064 0.064 0.031 -0.059
C 2.484102 -5.454594 3.695076 -0.021 -0.048 0.113 -0.276
C 2.547879 -4.658052 2.556013 0.068 -0.054 -0.034 -0.029
C 1.711732 -3.564678 2.397126 -0.099 0.129 -0.143 -0.022
C 0.795603 -3.270192 3.398036 0.099 -0.125 0.063 -0.266
C 0.716061 -4.042035 4.553142 0.025 0.063 -0.156 -0.056
C 1.561124 -5.132278 4.692584 0.052 0.002 -0.061 -0.048
S -0.202929 -1.823317 3.229986 -0.044 -0.091 0.554 0.596
O -0.963731 -1.900773 1.980537 0.072 0.052 0.295 -0.312
O -0.964917 -1.713503 4.453842 -0.008 -0.094 0.031 -0.311
N 0.764604 -0.626418 2.949064 0.294 0.082 0.637 -0.174
C 1.770702 -0.034536 3.683318 -0.304 -0.106 -0.279 -0.221
C 2.235250 -0.370467 4.932285 -0.040 -0.034 0.019 -0.011
C 3.296884 0.357789 5.517615 -0.022 -0.055 0.021 -0.088
C 3.899773 1.399415 4.874023 0.026 0.027 -0.018 -0.063
C 3.454279 1.769273 3.578182 -0.046 -0.022 -0.068 -0.161
C 4.021600 2.816323 2.815511 0.033 0.037 0.020 -0.018
C 3.532884 3.097958 1.572408 0.068 0.045 0.006 -0.045
C 2.455508 2.340234 1.067395 -0.090 -0.066 0.022 -0.090
N 1.901578 1.364000 1.742550 0.132 -0.047 0.423 0.108
C 2.390892 1.064448 2.987552 -0.129 -0.029 -0.227 -0.129
H 4.053653 -6.767384 3.002658 -0.034 0.015 0.049 0.071
H 2.806965 -7.564729 3.971910 0.040 0.025 -0.016 0.078
H 4.008090 -6.544692 4.759154 -0.008 -0.015 -0.055 0.078
H 3.269872 -4.892299 1.779935 -0.066 0.004 0.032 0.114
H 1.752743 -2.941060 1.503169 0.002 -0.103 0.107 0.107
H -0.000953 -3.771322 5.318837 0.053 -0.034 -0.038 0.107
H 1.511992 -5.738191 5.592621 -0.009 0.016 -0.059 0.110
H 1.774345 -1.192471 5.466812 0.029 0.044 0.015 0.105
H 3.637915 0.075998 6.507690 -0.027 -0.014 -0.035 0.099
H 4.714117 1.947476 5.336031 -0.046 -0.027 -0.041 0.102
H 4.847433 3.385183 3.232195 -0.044 -0.026 -0.026 0.113
H 3.955025 3.891252 0.969010 -0.027 -0.024 0.012 0.103
H 2.040563 2.546394 0.083772 0.010 -0.048 0.080 0.118
O 0.166793 0.915505 -0.580414 0.262 -0.855 -1.199 -0.102
C 0.387635 0.099655 -1.755733 0.132 -0.095 0.431 -0.272
C 1.120497 -1.201792 -1.244850 0.168 0.071 0.312 -0.563
O 1.607737 -1.946515 -2.087168 -0.134 0.159 0.340 0.056
O 1.102650 -1.339367 0.034000 0.242 -0.328 -1.066 -0.068
C 1.258096 0.918063 -2.700074 -0.058 -0.061 -0.051 -0.127
C 2.645234 0.811338 -2.670193 0.069 -0.014 -0.006 -0.013
C 3.432529 1.611893 -3.488995 -0.051 0.026 0.013 -0.083
C 2.842802 2.538534 -4.341094 -0.007 -0.007 0.025 -0.103
C 1.460788 2.675488 -4.351524 -0.009 -0.058 0.040 -0.070
C 0.678016 1.870911 -3.533166 0.078 -0.072 0.064 -0.031
C -0.916195 -0.431311 -2.367682 0.056 0.277 0.146 -0.116
C -0.985994 -0.784332 -3.712245 0.018 -0.105 -0.045 -0.022
C -2.146811 -1.331558 -4.242953 0.059 -0.012 0.071 -0.092
C -3.252763 -1.549878 -3.434381 0.031 -0.087 0.004 -0.112
C -3.183144 -1.230903 -2.086479 0.007 -0.013 -0.033 -0.068
C -2.025315 -0.678137 -1.558706 0.057 0.053 -0.045 0.005
H -0.530573 1.636091 -0.711869 -0.113 0.085 0.083 0.033
H 3.112037 0.088705 -2.010160 -0.023 0.022 -0.103 0.121
H 4.512049 1.507102 -3.465192 -0.059 0.002 0.008 0.096
H 3.457711 3.156322 -4.987438 -0.034 -0.034 0.049 0.093
H 0.989650 3.412062 -4.994211 0.018 -0.022 0.050 0.103
H -0.399949 1.989991 -3.531534 0.599 -0.288 0.098 0.066
H -0.118599 -0.653220 -4.345878 0.001 0.049 0.023 0.124
H -2.184694 -1.587593 -5.296203 0.027 -0.019 0.018 0.099
H -4.160878 -1.976069 -3.849031 0.051 0.025 0.019 0.095
H -4.032957 -1.413909 -1.438591 0.045 0.030 -0.008 0.108
H -1.998203 -0.451502 -0.501023 0.003 0.079 0.031 0.107
N -5.199588 0.590927 -5.545707 0.102 0.216 0.146 0.097
C -4.504207 1.281222 -4.541896 -0.066 -0.011 -0.170 -0.336
C -3.234616 1.797984 -4.795112 -0.020 0.049 -0.014 -0.027
C -2.566773 2.519893 -3.820726 -0.329 0.110 -0.019 -0.068
C -3.158881 2.724083 -2.581634 0.026 -0.126 -0.020 -0.274
C -4.429870 2.223033 -2.322332 0.087 0.035 -0.025 -0.054
C -5.096880 1.508459 -3.299624 -0.094 -0.001 0.026 -0.039
S -2.279671 3.619870 -1.338387 -0.131 0.091 0.355 0.575
O -3.245253 4.485674 -0.704176 -0.108 -0.036 0.231 -0.346
O -1.156026 4.215936 -2.010604 0.094 -0.031 -0.037 -0.306
N -1.692093 2.531465 -0.316530 -0.757 0.308 0.497 -0.146
C -2.233912 2.137584 0.868926 0.274 -0.125 -0.358 -0.625
S -3.777213 2.641080 1.567847 0.337 0.137 -0.436 1.031
C -3.522531 1.576498 2.903403 -0.128 0.116 -0.040 -0.418
C -2.346296 0.947539 2.776830 0.379 0.132 -0.391 -0.234
N -1.598767 1.238603 1.628523 -0.842 0.096 0.360 -0.005
H -4.614767 0.109588 -6.209010 0.043 -0.034 0.010 0.080
H -5.952528 0.013117 -5.212602 -0.004 -0.080 0.040 0.078
H -2.771346 1.624710 -5.761427 -0.009 0.028 0.050 0.117
H -1.590103 2.950986 -4.006619 -0.487 0.142 -0.122 0.086
H -4.888237 2.400749 -1.356302 0.004 -0.017 -0.048 0.100
H -6.086687 1.106681 -3.101483 0.059 0.041 0.002 0.111
H -4.240712 1.495404 3.707082 0.136 0.020 -0.095 0.060
H -1.957919 0.262924 3.510747 0.123 -0.140 -0.028 0.080
```
Positions in Å, forces in eV/Å.

Calculated values
- LUMO level: 2.396 eV
- 2S+1: 1
- HOMO-LUMO gap: 0.289 Eh
- Energy above the lowest of the compared OMol25 structures with the same formula, charge and spin: 47.4 kJ/mol
- Net charge: -1

Question: Which formula does entry 1 have?
Answer: C39H32IrN3O5PSSe